A molecular structure, C42H37IrN5O6S3. Source: the OMol25 dataset; level of theory: the ωB97M-V functional and the def2-TZVPD basis.

frontier orbital gap: 7.10 eV
charge: +1
LUMO level: -2.82 eV
HOMO: -9.92 eV

```
94
Properties=species:S:1:pos:R:3:lowdin_charge:R:1
Ir 0.7528 0.6355 -2.0668 1.263
C 1.7473 -1.2342 11.4488 -0.068
O 2.1259 -2.1158 10.4030 -0.067
C 1.9039 -1.7243 9.1321 -0.278
C 2.3024 -2.6236 8.1389 0.016
C 2.1190 -2.3162 6.8119 -0.013
C 1.5322 -1.1036 6.4344 -0.162
C 1.1396 -0.2175 7.4283 -0.025
C 1.3186 -0.5142 8.7720 -0.008
C 1.3577 -0.8172 5.0112 -0.249
N 1.7013 -1.6221 4.0311 0.195
C 1.3674 -0.9565 2.8837 -0.173
C 0.8050 0.2672 3.1654 -0.124
N 0.8035 0.3454 4.5359 0.189
C 0.3314 1.1615 2.1599 -0.062
C -0.3182 2.3864 2.3766 0.020
C -0.7614 3.1037 1.2979 -0.003
C -0.5361 2.6273 0.0012 -0.091
N 0.1021 1.4931 -0.2238 -0.007
C 0.5162 0.7505 0.8321 -0.129
C 1.1012 -0.5274 0.5256 -0.138
N 1.1599 -0.8711 -0.7883 -0.058
C 1.5746 -2.0829 -1.1165 -0.125
C 1.9994 -3.0074 -0.1598 -0.006
C 1.9870 -2.6691 1.1681 0.038
C 1.5099 -1.4039 1.5334 -0.069
H 2.0174 -1.7342 12.3735 0.096
H 0.6707 -1.0493 11.4376 0.097
H 2.2851 -0.2861 11.3786 0.097
H 2.7559 -3.5577 8.4413 0.125
H 2.4284 -3.0088 6.0415 0.114
H 0.6804 0.7331 7.1823 0.105
H 1.0014 0.1978 9.5189 0.105
H 0.4765 1.1111 5.0974 0.149
H -0.4849 2.7502 3.3828 0.120
H -1.2796 4.0431 1.4255 0.119
H -0.8431 3.1794 -0.8691 0.088
H 1.5860 -2.3235 -2.1683 0.059
H 2.3353 -3.9786 -0.4936 0.122
H 2.3103 -3.3550 1.9396 0.129
O -1.9287 1.1601 -2.2343 -0.575
S -3.0239 2.0806 -2.6804 1.002
C -4.3762 1.0217 -3.3146 -0.294
C -3.8771 -0.3092 -3.8672 -0.233
C -3.8894 -1.4085 -2.8114 -0.230
C -3.1783 -2.6700 -3.2841 -0.297
S -1.3924 -2.6659 -2.9139 0.998
O -0.9393 -1.2416 -2.9701 -0.620
C -1.5314 -3.0613 -1.1696 -0.395
C -1.6751 -2.0395 -0.2416 -0.083
C -1.7653 -2.3641 1.1042 -0.059
C -1.7043 -3.6916 1.5103 -0.064
C -1.5492 -4.7033 0.5728 -0.067
C -1.4556 -4.3893 -0.7756 -0.085
C -2.5741 2.7881 -4.2574 -0.395
C -1.8463 2.0762 -5.1989 -0.080
C -1.6056 2.6538 -6.4363 -0.055
C -2.0796 3.9280 -6.7184 -0.068
C -2.7878 4.6411 -5.7604 -0.071
C -3.0350 4.0712 -4.5204 -0.088
H -4.8680 1.6305 -4.0729 0.096
H -5.0769 0.8794 -2.4894 0.091
H -2.8661 -0.1967 -4.2574 0.080
H -4.5134 -0.6092 -4.7034 0.126
H -4.9241 -1.6607 -2.5647 0.126
H -3.4304 -1.0405 -1.8946 0.088
H -3.2731 -2.8106 -4.3627 0.096
H -3.5444 -3.5742 -2.7950 0.095
H -1.6912 -1.0074 -0.5786 0.096
H -1.8803 -1.5778 1.8402 0.113
H -1.7690 -3.9367 2.5624 0.111
H -1.4917 -5.7358 0.8911 0.111
H -1.3194 -5.1712 -1.5142 0.115
H -1.4339 1.1059 -4.9554 0.103
H -1.0277 2.1123 -7.1733 0.113
H -1.8824 4.3743 -7.6842 0.108
H -3.1421 5.6403 -5.9755 0.108
H -3.5832 4.6175 -3.7617 0.109
O 2.5773 1.2212 -1.6464 -0.237
N 3.3283 1.4057 -2.7700 -0.159
C 4.2511 2.3829 -2.7003 0.000
C 5.1316 2.5591 -3.7291 -0.033
C 5.0371 1.7136 -4.8408 -0.038
C 4.0577 0.7544 -4.8962 -0.055
C 3.1486 0.6053 -3.8417 -0.596
S 1.7997 -0.4566 -3.8491 0.769
H 4.2178 2.9656 -1.7926 0.149
H 5.8707 3.3429 -3.6701 0.115
H 5.7214 1.8323 -5.6698 0.118
H 3.9359 0.1181 -5.7607 0.117
O 0.6232 3.4790 -2.2541 -0.078
C 0.8182 3.2636 -3.4526 -0.525
O 0.8543 2.0988 -3.9568 -0.207
H 0.9770 4.1129 -4.1376 0.138
```

=====

3 unconnected molecules or ions with the total composition C4H8O2. Source: the OMol25 dataset; level of theory: the ωB97M-V functional and the def2-TZVPD basis.

frontier orbital gap (spin up / spin down): 8.76 / 7.99 eV
LUMO level (spin up / spin down): -0.82 / -1.42 eV
HOMO (spin up / spin down): -9.58 / -9.41 eV

```
14
Properties=species:S:1:pos:R:3:lowdin_charge:R:1
C 1.3458 -1.4239 -0.5852 -0.091
C -0.1512 -1.4176 -0.4343 -0.235
O -0.3924 -1.4576 0.8255 -0.079
C -0.6705 0.9983 1.3692 0.068
C -0.6287 2.0118 0.4092 -0.353
O -1.5065 1.9599 -0.5542 -0.096
H 1.7413 -2.4413 -0.6662 0.084
H 1.9828 -0.9388 0.1553 0.085
H 1.3817 -0.9538 -1.5789 0.055
H -0.2059 1.0933 -1.6484 0.190
H -0.7673 -1.9651 -1.1552 0.124
H -0.7088 1.4182 2.3774 0.078
H -1.4239 0.2286 1.2326 0.060
H 0.0037 2.8881 0.2533 0.110
```

=====

A molecular structure, C19H25N3PtSSi. Source: the OMol25 dataset; level of theory: the ωB97M-V functional and the def2-TZVPD basis.

frontier orbital gap (spin up / spin down): 4.35 / 4.10 eV
LUMO level (spin up / spin down): -0.18 / -2.10 eV
⟨S²⟩: 2.03
HOMO (spin up / spin down): -4.53 / -6.20 eV
spin multiplicity: 3

```
50
Properties=species:S:1:pos:R:3:lowdin_charge:R:1
C -0.8350 -1.0227 0.5323 -0.124
C -0.0352 -1.6815 -0.4742 -0.109
C 1.2876 -1.6952 -0.0587 -0.134
H -0.4317 -2.1611 -1.3727 0.101
C 1.3434 -0.9750 1.2417 -0.387
C -0.0240 -0.6113 1.5822 -0.245
H -0.3424 -0.3330 2.5955 0.083
H -1.9280 -0.9671 0.5219 0.094
H 2.1447 -2.2282 -0.4908 0.097
H 1.9696 -1.3644 2.0432 0.091
Pt 2.3628 0.7779 0.2854 0.560
C 1.7314 -0.8593 -3.5624 -0.062
H 2.5666 -1.2375 -2.8189 0.000
H 2.0614 -0.8493 -4.6240 0.044
H 0.7401 -1.2386 -3.2895 0.005
Si 3.9056 0.0641 -1.1985 0.568
C 4.7990 0.0942 -2.9837 -0.322
C 5.0884 -1.1115 -3.6282 -0.156
H 4.7080 -2.0654 -3.2707 0.107
C 5.8958 -1.1017 -4.7889 -0.086
H 6.1393 -2.0185 -5.3087 0.096
C 6.3705 0.1082 -5.2896 -0.098
H 6.9376 0.1279 -6.2192 0.095
C 6.0782 1.3205 -4.6195 -0.092
H 6.3983 2.2601 -5.0444 0.090
C 5.2602 1.3266 -3.4885 -0.115
H 4.9148 2.2452 -3.0061 0.087
C 4.8020 -1.2235 -0.3061 -0.364
C 6.0621 -1.6198 -0.7590 -0.103
H 6.3948 -1.3190 -1.7600 0.088
C 6.9078 -2.2752 0.1317 -0.091
H 7.8997 -2.5469 -0.2239 0.097
C 6.4740 -2.5840 1.4281 -0.088
H 7.1506 -3.0941 2.1168 0.095
C 5.1676 -2.2331 1.8362 -0.078
H 4.7549 -2.5494 2.7935 0.098
C 4.3585 -1.5040 0.9835 -0.170
H 3.4106 -1.0177 1.2782 -0.005
H 3.6101 1.5779 -0.8750 -0.046
H 1.6182 0.1571 -3.2399 -0.026
N 0.7222 1.4837 -0.7678 -0.139
N -0.1547 2.3700 -0.0135 -0.051
C -0.2451 2.2301 1.3566 -0.816
N -1.4130 2.7020 1.8212 0.116
S 1.0715 1.6935 2.2529 0.752
H 1.0666 1.9884 -1.6025 0.098
H 0.1812 0.7173 -1.2139 0.086
H -1.0517 2.4861 -0.5002 0.140
H -1.6423 2.6528 2.7924 0.104
H -2.2036 2.8480 1.1955 0.118
```

=====

A molecular structure, C6H9NO. Source: the OMol25 dataset; level of theory: the ωB97M-V functional and the def2-TZVPD basis.

frontier orbital gap: 9.41 eV
LUMO level: 0.92 eV
HOMO: -8.49 eV

```
17
Properties=species:S:1:pos:R:3:lowdin_charge:R:1
C -2.0041 -0.6732 0.0357 -0.228
C -0.6027 -0.2693 -0.1437 -0.125
C -0.0773 1.0503 -0.0920 0.018
C 1.4143 0.8975 -0.1884 -0.307
C 1.6111 -0.0986 0.9788 -0.055
C 0.7757 -0.9655 -0.0740 -0.235
H -2.5697 0.9161 -0.7980 0.064
H -2.1665 -1.0572 1.0213 0.124
H -2.2757 -1.3512 -0.7719 0.123
H -0.4815 1.9140 0.2609 0.079
H 1.8064 1.8738 -0.2245 0.117
H 2.7456 -0.2591 1.1047 0.128
H 1.2661 0.0651 1.9440 0.074
H 0.9380 -2.0691 -0.0413 0.139
H 0.8771 -0.2075 -1.9076 0.123
N 1.5706 -0.2472 -1.1052 0.016
O -2.8274 0.4812 0.0011 -0.055
```

=====

A gas-phase ion, C6H13FN3 (charge +1). Source: the OMol25 dataset; level of theory: the ωB97M-V functional and the def2-TZVPD basis.

frontier orbital gap: 10.38 eV
charge: +1
LUMO level: -3.73 eV
HOMO: -14.11 eV

```
23
Properties=species:S:1:pos:R:3:lowdin_charge:R:1
C 1.7722 -1.1597 0.5347 -0.061
C 1.9134 0.0493 -0.4086 -0.160
C 1.0603 1.2372 -0.0361 -0.293
F 1.3650 1.6523 1.2261 0.050
N -0.4226 0.9940 -0.0370 0.055
C -1.1390 0.8057 1.2477 -0.063
C -1.8979 -0.5422 1.0807 -0.065
N -1.4943 -0.9230 -0.2807 0.150
C -0.9025 0.0752 -0.8885 -0.380
N -0.8039 0.2114 -2.2375 0.205
H 2.7389 -1.4670 0.9260 0.085
H 1.1113 -0.9486 1.3770 0.069
H 1.3583 -2.0272 0.0190 0.074
H 2.9396 0.4196 -0.3542 0.127
H 1.7549 -0.2179 -1.4535 0.106
H 1.2577 2.0673 -0.7155 0.159
H -1.8679 1.6064 1.3476 0.130
H -0.4897 0.8360 2.1134 0.124
H -1.7047 -1.3139 1.8195 0.129
H -2.9539 -0.2864 1.0282 0.129
H -2.0163 -1.6046 -0.8120 0.175
H -1.2525 0.9956 -2.6810 0.132
H -0.3264 -0.4595 -2.8154 0.124
```

=====

C14H16N2O2S in the gas phase. Source: the OMol25 dataset; level of theory: the ωB97M-V functional and the def2-TZVPD basis.

frontier orbital gap: 8.85 eV
LUMO level: 0.57 eV
HOMO: -8.28 eV

```
35
Properties=species:S:1:pos:R:3:lowdin_charge:R:1
C 0.5749 0.5098 6.3867 -0.037
C 0.9892 -0.0740 5.0821 -0.444
C 1.9792 -0.9769 4.8814 -0.368
S 2.1260 -1.3862 3.2034 1.055
C 0.8017 -0.2731 2.9073 -0.663
O 0.3901 -0.1209 1.6520 -0.085
C -0.6865 0.7912 1.4750 -0.071
C -1.0832 0.9186 -0.0008 -0.441
O -1.9918 1.6533 -0.3183 0.077
N -0.3353 0.1582 -0.8256 0.142
C -0.4119 0.0247 -2.2193 -0.209
C 0.4887 -0.8352 -2.8389 -0.027
C 0.4502 -0.9975 -4.2098 -0.045
C -0.4733 -0.3178 -4.9921 -0.246
C -0.4954 -0.5102 -6.4773 -0.050
C -1.3786 0.5463 -4.3689 -0.226
C -2.3916 1.2988 -5.1754 -0.042
C -1.3405 0.7099 -2.9924 0.033
N 0.3330 0.3117 3.9440 0.115
H 1.1720 0.0959 7.1938 0.076
H 0.6980 1.5910 6.3620 0.081
H -0.4772 0.2981 6.5670 0.081
H 2.6298 -1.4278 5.6016 0.065
H -0.4071 1.7817 1.8522 0.142
H -1.5599 0.4592 2.0478 0.143
H 0.3857 -0.3985 -0.3841 0.137
H 1.2159 -1.3739 -2.2477 0.109
H 1.1543 -1.6678 -4.6818 0.109
H -0.3256 0.4363 -6.9897 0.082
H 0.2737 -1.2134 -6.7863 0.074
H -1.4636 -0.8912 -6.8009 0.082
H -1.9000 1.9377 -5.9084 0.084
H -3.0376 0.6097 -5.7185 0.084
H -3.0087 1.9194 -4.5318 0.078
H -2.0371 1.3753 -2.5102 0.103
```

=====

C6H11ClS in the gas phase. Source: the OMol25 dataset; level of theory: the ωB97M-V functional and the def2-TZVPD basis.

frontier orbital gap: 10.09 eV
LUMO level: 0.82 eV
HOMO: -9.27 eV

```
19
Properties=species:S:1:pos:R:3:lowdin_charge:R:1
C -0.7589 -0.9007 -2.0848 -0.104
C -0.2943 -1.3136 -0.7258 -0.135
C 0.2867 -0.5615 0.1973 -0.345
C 0.7728 -1.1451 1.5262 -0.061
C 0.6536 0.9036 -0.0649 -0.728
Cl 2.4236 1.1486 -0.0550 0.633
C 0.0480 1.9210 0.9193 -0.571
S -1.7335 2.2046 0.6066 0.716
H -1.1849 0.0923 -2.1576 0.057
H 0.0698 -0.9613 -2.8405 0.095
H -1.5351 -1.6573 -2.4479 0.095
H -0.4325 -2.3724 -0.5221 0.107
H 1.8713 -1.1452 1.5487 0.068
H 0.4129 -2.1839 1.6634 0.086
H 0.4279 -0.5638 2.3672 0.063
H 0.3601 1.1184 -1.0873 0.071
H 0.2260 1.5326 1.8955 0.044
H 0.5211 2.9275 0.7675 0.079
H -2.1348 0.9562 0.4943 -0.169
```

=====

2 unconnected molecules or ions with the total composition C18H33BN2O3P. Source: the OMol25 dataset; level of theory: the ωB97M-V functional and the def2-TZVPD basis.

frontier orbital gap: 6.36 eV
charge: +1
LUMO level: -3.67 eV
HOMO: -10.03 eV

```
58
Properties=species:S:1:pos:R:3:lowdin_charge:R:1
C -1.9848 -5.0281 -0.2314 -0.124
C -0.7547 -4.2749 -0.9438 -0.161
B -0.5296 -2.7455 -0.4214 -0.329
O 0.7565 -2.4311 0.1519 0.063
C -1.6515 -1.5622 -0.5505 0.024
C -1.3796 -0.2393 -0.0841 0.060
C -2.4520 0.9439 -0.2403 -0.226
O -2.0881 2.1454 -0.1275 0.031
C -3.9756 0.5225 -0.4892 -0.193
N -5.0390 1.5237 -0.2267 0.061
C -4.3344 -0.7867 -0.9486 -0.251
P -6.1118 -1.3524 -1.2049 0.886
C -6.3209 -2.4021 -2.7579 -0.333
C -6.4081 -2.5815 0.2387 -0.297
C -3.0895 -1.7636 -1.2117 -0.271
O -3.2733 -2.7180 -1.9979 0.031
H -2.2663 -4.4653 0.7170 0.074
H -1.7239 -6.1311 -0.0379 0.084
H -2.9379 -5.0554 -0.8749 0.074
H 0.2016 -4.8921 -0.8734 0.103
H -0.9750 -4.1699 -2.0730 0.116
H 1.0988 -1.5920 -0.2260 0.076
H -0.3866 0.0208 0.4214 0.103
H -4.5808 2.4252 -0.4795 0.085
H -5.7486 1.3923 -0.9728 0.058
H -7.4298 -2.5461 -2.9813 0.045
H -5.8955 -3.4626 -2.6003 0.047
H -5.8269 -1.9874 -3.6926 0.047
H -7.4294 -3.0746 0.1878 0.048
H -6.2484 -1.9710 1.2017 0.048
H -5.5761 -3.3809 0.2386 0.043
C 6.6449 2.1221 2.4029 -0.091
C 5.7845 1.2686 1.4710 -0.223
C 4.9926 2.1237 0.4812 -0.109
N 3.5409 2.4191 0.8899 -0.226
C 3.3685 2.7102 2.3616 0.018
C 3.0469 3.6500 0.0878 -0.086
C 2.2523 3.0622 -1.0562 -0.145
C 1.5276 1.9164 -0.3876 -0.169
C 2.6002 1.2626 0.4701 -0.083
H 6.0461 2.7840 3.0304 0.063
H 7.2387 1.4850 3.0625 0.087
H 7.3391 2.7397 1.8290 0.086
H 5.1491 0.5853 2.0393 0.111
H 6.4709 0.6380 0.8974 0.122
H 4.9423 1.6269 -0.4909 0.132
H 5.4922 3.0819 0.3309 0.128
H 3.9824 3.5728 2.6160 0.111
H 3.6530 1.8340 2.9416 0.103
H 2.3150 2.9298 2.5447 0.116
H 2.4025 4.2408 0.7430 0.136
H 3.8925 4.2584 -0.2265 0.132
H 2.9214 2.6977 -1.8420 0.129
H 1.5725 3.7928 -1.4980 0.136
H 1.0940 1.2219 -1.1086 0.123
H 0.7177 2.2960 0.2429 0.116
H 3.1772 0.5374 -0.1042 0.133
H 2.1963 0.7826 1.3624 0.132
```